Entry P
A single C18H27N3O4S molecule, computed with wB97M-V/def2-TZVPD.

Results
* Kohn-Sham gap: 8.88 eV
* E_HOMO: -8.295 eV
* SMILES: COc1cccc(CNC(=O)C2CCN(S(=O)(=O)N3CCCC3)CC2)c1
* M: 381.50 g mol⁻¹

```
! wB97M-V def2-TZVPD RIJCOSX def2/J DEFGRID3
* xyz 0 1
C -6.67 -0.63 -0.53
O -5.77 -1.70 -0.70
C -4.50 -1.56 -0.24
C -3.66 -2.65 -0.43
C -2.35 -2.61 0.01
C -1.86 -1.47 0.64
C -2.69 -0.38 0.83
C -2.13 0.86 1.47
N -1.15 1.46 0.60
C -1.12 2.76 0.27
O -1.93 3.58 0.67
C 0.02 3.17 -0.67
C 0.21 2.22 -1.87
C 1.41 1.29 -1.68
N 1.49 0.90 -0.29
S 2.03 -0.60 0.13
O 1.59 -0.83 1.47
O 1.60 -1.50 -0.90
N 3.70 -0.41 0.14
C 4.39 -1.10 1.22
C 4.88 -2.40 0.59
C 5.32 -1.92 -0.80
C 4.35 -0.77 -1.11
C 1.87 1.97 0.61
C 1.34 3.31 0.11
C -4.00 -0.42 0.39
H -6.83 -0.40 0.52
H -6.33 0.27 -1.06
H -7.61 -0.97 -0.97
H -4.05 -3.53 -0.92
H -1.70 -3.46 -0.15
H -0.83 -1.44 0.98
H -1.67 0.61 2.43
H -2.91 1.62 1.64
H -0.41 0.85 0.26
H -0.26 4.16 -1.03
H -0.70 1.63 -2.00
H 0.36 2.80 -2.78
H 2.34 1.78 -1.99
H 1.29 0.37 -2.26
H 5.23 -0.48 1.54
H 3.70 -1.24 2.05
H 4.04 -3.09 0.50
H 5.68 -2.87 1.15
H 6.35 -1.56 -0.75
H 5.27 -2.71 -1.55
H 4.88 0.10 -1.51
H 3.58 -1.07 -1.82
H 2.96 2.00 0.71
H 1.46 1.71 1.59
H 1.18 3.98 0.96
H 2.07 3.78 -0.54
H -4.63 0.45 0.54
*
```

---

Entry Q
A molecular structure, C18H27N3O4S, computed with wB97M-V/def2-TZVPD.

Results
* Kohn-Sham gap: 8.92 eV
* E_HOMO: -8.414 eV
* M: 381.50 g mol⁻¹

```
! wB97M-V def2-TZVPD RIJCOSX def2/J DEFGRID3
* xyz 0 1
O -4.29 -1.97 -0.30
C -3.05 -1.56 -0.39
N -2.70 -0.21 -0.80
H -1.85 -0.03 -0.73
C -3.80 0.55 -1.24
H -3.63 1.06 -2.01
H -4.90 0.12 -0.97
C -3.83 1.86 -0.14
C -2.46 2.36 0.12
C -1.71 1.99 1.39
C -0.50 2.65 1.62
C 0.11 3.26 0.51
C -0.41 3.28 -0.68
C -1.72 3.14 -0.73
H -2.25 3.27 -1.82
H 0.01 3.98 -1.22
H 1.27 3.32 0.82
H 0.03 2.15 2.60
H -2.15 1.59 2.11
H -4.25 1.49 1.03
H -4.50 2.65 -0.45
C -2.12 -2.30 0.20
C -1.43 -1.67 1.38
C -0.10 -2.29 1.82
N 0.85 -1.99 0.27
S 1.29 -0.53 0.21
O 1.55 -0.15 1.48
O 0.25 0.28 -0.61
N 2.46 -0.82 -0.64
C 3.76 -1.24 0.04
H 3.41 -1.77 0.70
C 4.44 -0.03 0.44
H 5.46 -0.27 0.99
O 4.73 0.84 -0.45
C 3.53 1.36 -1.03
H 3.91 2.38 -1.73
C 2.84 0.29 -1.88
H 1.85 0.64 -1.83
H 3.40 -0.10 -2.50
H 2.79 2.01 -0.19
H 3.93 0.36 1.52
H 4.23 -1.66 -0.50
C 0.31 -2.95 -0.61
C -1.03 -2.63 -1.09
H -1.00 -1.47 -1.69
H -1.19 -3.28 -1.86
H 0.52 -4.07 -0.32
H 1.27 -2.88 -1.39
H -0.05 -3.32 1.77
H 0.27 -1.74 2.54
H -1.29 -0.66 1.17
H -2.08 -1.94 2.10
H -2.18 -3.34 0.17
*
```

---

entry P is the most stable structure; the next one sits 19.803 eV above it.